[1]
Computed, not measured: a structure of composition C35H45CrGe2N4O5, with ωB97M-V/def2-TZVPD.

Its multiplicity is 4. The value obtained for the LUMO energy (spin up / spin down) is -0.208 / -0.414 eV. As for the frontier orbital gap (spin up / spin down): 7.8355 / 7.6326 eV.

```
92
C35H45CrGe2N4O5, DFT ωB97M-V/def2-TZVPD
Cr 1.65 -0.47 -1.11
O -0.17 -0.88 -1.47
C -0.57 -1.38 -2.62
C -1.84 -1.03 -3.11
C -2.31 -1.53 -4.31
C -1.54 -2.43 -5.06
C -0.30 -2.81 -4.58
C 0.21 -2.29 -3.39
C 1.44 -2.82 -2.85
N 2.08 -2.22 -1.91
N 3.03 -2.92 -1.18
C 2.96 -2.48 0.05
O 2.12 -1.54 0.42
C 3.83 -3.07 1.08
C 4.84 -3.97 0.74
C 5.65 -4.52 1.72
C 5.46 -4.17 3.05
C 4.47 -3.26 3.40
C 3.66 -2.71 2.42
H -2.44 -0.36 -2.51
H -3.29 -1.24 -4.66
H -1.92 -2.83 -5.99
H 0.30 -3.52 -5.13
H 1.79 -3.80 -3.16
H 4.96 -4.24 -0.30
H 6.43 -5.22 1.44
H 6.10 -4.59 3.81
H 4.32 -2.99 4.43
H 2.89 -2.00 2.67
C 2.58 0.96 4.22
C 2.06 0.83 2.78
Ge 0.23 0.12 2.70
C 0.07 -1.77 3.23
C 0.58 -2.12 4.63
C -1.04 1.17 3.78
C -2.08 1.48 2.98
Ge -1.60 0.75 1.19
C -2.81 -0.68 0.59
C -4.08 -0.21 -0.12
C -1.31 2.09 -0.24
C -2.34 3.20 -0.39
C -3.33 2.17 3.41
C -3.64 2.36 4.75
C -4.81 3.00 5.13
C -5.70 3.46 4.17
C -5.40 3.28 2.83
C -4.23 2.63 2.46
H 3.56 1.43 4.24
H 2.67 -0.01 4.70
H 1.91 1.57 4.83
H 2.71 0.19 2.19
H 2.04 1.81 2.31
H 0.56 -2.38 2.48
H -1.00 -1.99 3.16
H 1.66 -2.02 4.70
H 0.32 -3.14 4.91
H 0.15 -1.45 5.39
H -1.02 1.44 4.83
H -3.07 -1.28 1.47
H -2.22 -1.32 -0.07
H -4.74 0.33 0.56
H -4.64 -1.05 -0.53
H -3.85 0.46 -0.95
H -1.22 1.51 -1.17
H -0.32 2.52 -0.06
H -3.33 2.82 -0.63
H -2.05 3.90 -1.19
H -2.43 3.78 0.53
H -2.97 1.99 5.52
H -5.03 3.13 6.18
H -6.61 3.97 4.47
H -6.09 3.64 2.07
H -4.01 2.50 1.41
O 1.87 1.41 -0.26
N 3.14 1.40 -0.46
O 3.85 2.31 -0.17
O 3.56 0.32 -1.00
C 0.60 0.61 -6.20
C 0.71 1.71 -5.14
C -0.67 2.33 -4.86
C 1.72 2.79 -5.56
C 1.18 1.09 -3.90
N 1.53 0.62 -2.92
H 0.23 1.05 -7.13
H -0.10 -0.17 -5.89
H 1.57 0.15 -6.40
H -1.04 2.80 -5.77
H -0.60 3.09 -4.08
H -1.37 1.56 -4.54
H 1.38 3.25 -6.49
H 2.71 2.35 -5.74
H 1.81 3.56 -4.80
```


[2]
Computed, not measured: a structure of composition C30H28BHfN9O2S2, with ωB97M-V/def2-TZVPD.

The value obtained for the LUMO energy is -6.242 eV. The charge is +2. As for the frontier orbital gap: 7.0437 eV.

```
73
C30H28BHfN9O2S2, DFT ωB97M-V/def2-TZVPD
Hf 0.17 0.38 0.36
N -2.38 2.89 -2.20
C -3.29 3.50 -1.28
C -3.71 4.80 -1.48
C -4.55 5.39 -0.54
C -4.91 4.70 0.60
C -4.46 3.40 0.81
C -3.67 2.79 -0.15
S -3.20 1.10 -0.01
N -1.65 1.19 -0.77
C -1.48 1.98 -1.77
C -0.12 1.97 -2.39
C 0.14 2.40 -3.67
C 1.45 2.37 -4.13
C 2.45 1.92 -3.29
C 2.10 1.47 -2.03
N 0.85 1.50 -1.58
H -2.11 3.47 -2.98
H -3.41 5.35 -2.37
H -4.90 6.40 -0.70
H -5.56 5.16 1.33
H -4.74 2.86 1.70
H -0.66 2.72 -4.33
H 1.69 2.70 -5.14
H 3.48 1.88 -3.60
H 2.85 1.06 -1.36
B -0.34 1.25 2.97
N -0.57 2.58 2.27
C -0.99 3.80 2.63
C -0.79 4.66 1.57
C -0.25 3.87 0.56
N -0.11 2.61 1.00
N 1.19 0.98 2.99
C 2.06 0.85 4.00
C 3.32 0.68 3.48
C 3.14 0.71 2.10
N 1.86 0.90 1.81
H -0.86 1.12 4.03
H -0.88 0.35 2.23
H -1.39 3.96 3.62
H -1.00 5.72 1.54
H 0.06 4.15 -0.43
H 1.71 0.91 5.02
H 4.25 0.57 4.02
H 3.88 0.61 1.31
C 0.39 -7.81 -1.48
C 0.33 -6.32 -1.44
C 0.91 -5.55 -2.45
C 0.83 -4.18 -2.45
C 0.16 -3.55 -1.40
C -0.43 -4.28 -0.37
C -0.33 -5.66 -0.40
S 0.11 -1.82 -1.38
O -0.02 -1.26 -2.69
O -0.95 -1.40 -0.39
N 1.45 -1.20 -0.66
C 1.74 -1.95 0.53
C 2.72 -2.92 0.64
C 2.84 -3.54 1.88
C 2.01 -3.17 2.93
C 1.08 -2.17 2.74
N 0.95 -1.58 1.54
H 1.21 -8.17 -2.09
H -0.54 -8.21 -1.90
H 0.50 -8.23 -0.48
H 1.42 -6.05 -3.27
H 1.26 -3.59 -3.25
H -0.95 -3.78 0.43
H -0.80 -6.24 0.39
H 3.33 -3.18 -0.21
H 3.58 -4.32 2.02
H 2.09 -3.65 3.90
H 0.43 -1.83 3.53
```


[3]
Computed, not measured: an isolated molecule of C3H2N2S2, with ωB97M-V/def2-TZVPD.

The value obtained for the LUMO energy is -0.624 eV. As for the frontier orbital gap: 8.0490 eV.

```
9
C3H2N2S2, DFT ωB97M-V/def2-TZVPD
C -0.64 -0.70 -1.03
C 0.15 0.36 -1.19
N 0.59 0.59 0.35
S 1.43 1.41 1.65
S 0.09 0.14 2.67
C -0.32 -0.22 1.01
N -1.00 -1.03 0.25
H -1.18 -1.31 -1.84
H 0.88 0.75 -1.88
```


[4]
Computed, not measured: a cluster of 2 separate species, C4H13N2O in total, with ωB97M-V/def2-TZVPD.

The value obtained for the LUMO energy is -8.962 eV. The charge is +1. As for the frontier orbital gap: 6.0285 eV.

```
20
C4H13N2O, DFT ωB97M-V/def2-TZVPD
C 2.14 -0.03 -0.66
C 1.31 1.19 -1.02
C 0.04 1.24 -0.16
N -1.22 -0.35 1.86
C -1.85 0.12 0.62
N -0.85 0.22 -0.42
H 1.55 -0.95 -0.78
H 3.05 -0.11 -1.25
H 2.50 -0.01 0.38
H 0.97 1.14 -2.07
H 1.89 2.10 -0.84
H -0.46 2.22 -0.32
H 0.31 1.25 0.93
H -0.76 -1.24 1.70
H -2.33 1.10 0.75
H -2.61 -0.57 0.25
H -0.61 -1.47 -0.49
H -1.89 -0.43 2.62
H -0.78 -3.01 -0.87
O -0.41 -2.39 -0.24
```


[5]
Computed, not measured: a structure of composition C24H24N9PbS, with ωB97M-V/def2-TZVPD.

The value obtained for the LUMO energy is -8.420 eV. The charge is +3. As for the frontier orbital gap: 7.5931 eV.

```
59
C24H24N9PbS, DFT ωB97M-V/def2-TZVPD
Pb -1.49 1.30 -1.59
C 7.60 -1.84 0.10
C 6.23 -2.43 0.04
N 5.24 -1.64 0.07
N 4.40 -0.81 -0.11
C 3.64 -0.37 1.10
N 4.42 0.02 2.10
S 2.02 -0.43 1.00
C 5.93 -3.87 -0.02
C 6.95 -4.80 -0.12
C 6.59 -6.14 -0.18
C 5.25 -6.47 -0.15
C 4.30 -5.44 -0.04
N 4.63 -4.17 0.02
H 7.58 -0.76 0.11
H 8.12 -2.22 0.98
H 8.15 -2.17 -0.78
H 5.42 0.02 2.04
H 3.99 0.34 2.95
H 7.99 -4.51 -0.15
H 7.35 -6.91 -0.26
H 4.92 -7.50 -0.19
H 3.25 -5.68 -0.01
C -2.90 4.26 -1.05
N -1.93 3.44 -0.29
C -2.35 3.12 1.10
C -2.81 1.70 1.24
N -2.50 0.75 0.38
C -3.05 -0.44 0.88
C -3.04 -1.74 0.37
C -3.70 -2.70 1.11
C -4.34 -2.39 2.32
C -4.35 -1.11 2.83
C -3.69 -0.15 2.08
N -3.51 1.23 2.27
C -3.86 3.38 -1.80
N -3.55 2.16 -2.19
C -4.63 1.69 -2.94
C -4.84 0.46 -3.57
C -6.03 0.30 -4.24
C -7.00 1.32 -4.27
C -6.80 2.53 -3.64
C -5.60 2.69 -2.98
N -5.07 3.75 -2.24
H -2.35 4.87 -1.76
H -3.44 4.94 -0.39
H -1.07 3.98 -0.23
H -3.14 3.80 1.43
H -1.50 3.28 1.77
H -2.55 -1.99 -0.56
H -3.72 -3.72 0.75
H -4.84 -3.18 2.86
H -4.85 -0.88 3.76
H -3.86 1.76 3.05
H -4.10 -0.33 -3.55
H -6.23 -0.63 -4.75
H -7.92 1.15 -4.81
H -7.55 3.31 -3.67
H -5.51 4.64 -2.09
```


[6]
Computed, not measured: a cluster of 2 separate species, C11H9BrN2 in total, with ωB97M-V/def2-TZVPD.

Its multiplicity is 3. The value obtained for the LUMO energy (spin up / spin down) is 0.168 / -3.261 eV. As for the frontier orbital gap (spin up / spin down): 5.9319 / 6.3790 eV.

```
23
C11H9BrN2, DFT ωB97M-V/def2-TZVPD
C -3.30 -0.19 -0.41
C 0.22 2.33 0.11
C 0.52 -0.35 2.82
C -0.85 1.60 -0.73
C -0.28 -1.49 2.74
C -1.23 0.19 -0.30
C 0.28 0.35 1.59
C -0.68 -0.33 0.87
C 0.67 1.65 1.18
C -0.57 0.44 -1.58
C 0.88 -0.03 -1.84
N -4.44 -0.34 -0.56
N -1.00 -1.46 1.51
Br 1.95 2.61 2.36
H 0.40 3.36 -0.08
H 1.19 -0.01 3.57
H -1.70 2.19 -1.01
H -0.35 -2.30 3.37
H -1.06 0.24 -2.55
H 0.84 -1.08 -2.14
H 1.47 0.04 -0.98
H 1.33 0.55 -2.55
H -1.56 -2.33 1.19
```


Number 1: strongest force on any atom 0.0066 hartree/bohr, E -7154.1704 hartree. Number 2: strongest force on any atom 0.0108 hartree/bohr, E -2672.2617 hartree. Number 3: strongest force on any atom 0.0932 hartree/bohr, E -1021.3100 hartree. Number 4: strongest force on any atom 0.0454 hartree/bohr, E -344.5370 hartree. Number 5: strongest force on any atom 0.0076 hartree/bohr, E -2011.9421 hartree. Number 6: strongest force on any atom 0.0901 hartree/bohr, E -3107.8343 hartree.